(1)
Formula: C23H47DyNO2S2Si2
Source: the Open Molecules 2025 dataset
Level of theory: ωB97M-V/def2-TZVPD

## Properties
**Net charge**: +1
**HOMO (spin up / spin down)**: -11.0 / -11.0 eV
**Frontier orbital gap (spin up / spin down)**: 7.48 / 7.67 eV
**Spin multiplicity**: 6

Element x y z (Å)
O (-0.450500, -1.747100, -1.032300)
O (-2.909700, -0.499100, -5.569000)
C (0.427900, -2.517100, -1.872800)
C (0.964600, -3.819900, -1.261600)
H (1.277800, -1.892700, -2.128300)
H (-0.056400, -2.730100, -2.823500)
H (1.438800, -3.634900, -0.302500)
H (1.711600, -4.269100, -1.915600)
H (0.177500, -4.558300, -1.115400)
C (-1.604200, -2.466200, -0.579400)
C (-2.561900, -3.011100, -1.640600)
H (-2.167400, -1.788300, 0.052700)
H (-1.294600, -3.296400, 0.051800)
H (-3.065600, -2.197000, -2.148100)
H (-3.337900, -3.617200, -1.174100)
H (-2.061800, -3.635900, -2.378000)
C (-3.917500, 0.480900, -5.828600)
C (-2.773700, -1.522000, -6.557800)
C (-5.117500, 0.256700, -4.906200)
H (-4.224500, 0.506100, -6.876200)
H (-3.506900, 1.468200, -5.623500)
H (-5.581300, -0.713300, -5.075700)
H (-5.875200, 1.023800, -5.061200)
H (-4.807400, 0.301400, -3.863000)
C (-4.031200, -2.383400, -6.744300)
H (-1.954200, -2.170400, -6.253000)
H (-2.471700, -1.088400, -7.511400)
H (-4.358300, -2.816800, -5.800400)
H (-3.834900, -3.204100, -7.434000)
H (-4.857900, -1.804900, -7.154900)
H (-0.776800, 1.096500, -4.692600)
Dy (0.000000, 0.000000, 0.000000)
C (-0.286200, 2.047000, -4.733800)
Si (0.715000, 2.290600, -6.321400)
H (-1.112600, 2.740900, -4.802400)
H (0.302600, 2.360900, -3.909700)
C (1.563500, 0.716700, -6.887400)
C (2.043900, 3.581800, -6.071400)
C (-0.359100, 2.944900, -7.713300)
C (2.027000, 0.083000, -0.463100)
Si (3.406600, 1.068900, 0.389100)
H (2.274100, 0.018700, -1.521000)
H (2.024400, -0.940700, -0.104700)
C (4.150800, 2.318300, -0.790300)
C (4.808700, -0.102600, 0.802400)
C (2.901400, 1.961300, 1.944900)
H (0.249100, 3.250500, -8.563600)
H (-0.930800, 3.813100, -7.387300)
H (-1.061900, 2.197100, -8.069100)
H (2.349600, 0.420600, -6.194600)
H (2.027500, 0.855900, -7.862700)
H (0.860300, -0.107900, -6.973300)
H (2.593500, 3.405200, -5.151200)
H (1.613800, 4.579500, -6.023400)
H (2.759300, 3.574100, -6.892400)
H (4.995800, -0.791900, -0.019900)
H (4.604500, -0.689200, 1.694500)
H (5.729800, 0.448400, 0.986400)
H (2.584600, 1.265600, 2.717600)
H (2.084100, 2.651900, 1.745600)
H (3.729200, 2.542800, 2.347000)
H (5.029900, 2.786800, -0.349600)
H (3.455900, 3.115900, -1.039700)
H (4.466700, 1.842000, -1.717400)
S (0.606300, -1.977600, 1.717500)
C (0.339100, -0.531500, 2.793600)
N (-0.024000, 0.627500, 2.192400)
C (-0.228300, 1.612700, 3.101400)
C (-0.615900, 2.922000, 2.829600)
C (-0.801000, 3.802500, 3.914400)
C (-0.597500, 3.366200, 5.242400)
C (-0.205600, 2.046700, 5.500100)
C (-0.029200, 1.193100, 4.419900)
S (0.422300, -0.433300, 4.472000)
H (-0.776400, 3.254300, 1.812900)
H (-1.105600, 4.823600, 3.732200)
H (-0.745800, 4.048800, 6.067700)
H (-0.050200, 1.699300, 6.515100)

Atoms 1-3, force components in eV/Å:
-0.893 -2.178 -1.992
0.123 -0.079 -0.273
1.110 -1.113 -0.903

These are the Mulliken partial charges, in e, on atoms 1 to 5: -0.1783, -0.2974, -0.2971, -1.1241, 0.3049



(2)
Formula: C8H18N2O2S
Source: the Open Molecules 2025 dataset
Level of theory: ωB97M-V/def2-TZVPD

## Properties
**Net charge**: 0
**SMILES**: CC(C)S(C)(=O)=O.N/N=C/C1CC1
**HOMO**: -8.3 eV
**Frontier orbital gap**: 8.79 eV

Element x y z (Å)
C (-2.162056, 1.449702, -1.225042)
C (-2.814887, 0.885750, -2.480527)
C (-2.254789, -0.085679, -1.498915)
C (0.633228, 1.744715, 0.979270)
C (-0.343709, -0.238018, 2.303715)
C (3.094023, -0.152612, 1.948444)
C (-0.971948, -0.799836, -1.940078)
C (0.325783, 0.231533, 1.064453)
N (0.472910, -2.546306, -1.813504)
N (-0.655316, -1.888367, -1.409520)
O (1.564240, -2.086166, 0.906421)
O (2.309245, -0.341809, -0.628617)
S (1.849621, -0.646719, 0.696420)
H (-1.163128, 1.814904, -1.183808)
H (-2.630159, 1.926654, -0.374363)
H (-3.886981, 1.083962, -2.428903)
H (-2.501597, 1.032731, -3.497753)
H (-2.830703, -0.761838, -0.907362)
H (1.238907, 2.049800, 1.888300)
H (-0.285058, 2.360659, 0.669654)
H (1.295846, 1.814739, 0.165619)
H (0.352149, -0.335719, 3.154530)
H (-1.241706, 0.136757, 2.652445)
H (-0.627573, -1.225980, 1.977281)
H (3.742731, 0.645007, 1.700539)
H (2.520304, 0.091182, 2.797372)
H (3.653597, -1.006884, 2.188394)
H (-0.423249, -0.276421, -2.633855)
H (1.088916, -1.929016, -2.410353)
H (1.007854, -2.899927, -0.944662)
H (-0.356494, -0.046795, 0.284403)

Atoms 1-3, force components in eV/Å:
0.710 -1.477 -0.117
-1.607 1.140 1.283
1.653 0.063 -0.710

These are the natural (NBO) partial charges, in e, on atoms 1 to 5: -0.4352, -0.4140, -0.2675, -0.6298, -0.6272



(3)
Formula: C6H6O
Source: the Open Molecules 2025 dataset
Level of theory: ωB97M-V/def2-TZVPD

## Properties
**Net charge**: 0
**SMILES**: C#CC1=CCOC1
**HOMO**: -8.8 eV
**Frontier orbital gap**: 9.69 eV

Element x y z (Å)
C (-0.237422, -1.704733, 2.431131)
C (0.107217, -0.755412, 1.768059)
C (0.160459, 0.037188, 0.576714)
C (-0.877556, -0.127738, -0.243950)
C (-0.432169, 0.053289, -1.652383)
O (0.954069, 0.361360, -1.563901)
C (1.277477, 0.692808, -0.218375)
H (-0.599656, -2.589907, 2.904089)
H (-1.817557, -0.564475, 0.069482)
H (-0.553710, -0.915610, -2.159535)
H (-0.976282, 0.814808, -2.223496)
H (1.259732, 1.789742, -0.104737)
H (2.289986, 0.347128, 0.010111)

Atoms 1-3, force components in eV/Å:
0.222 0.456 -0.057
-0.257 -0.446 0.294
-0.221 -0.199 -0.214

These are the natural (NBO) partial charges, in e, on atoms 1 to 5: -0.2076, -0.0365, -0.1284, -0.1395, -0.1037



(4)
Formula: C4H5N4O
Source: the Open Molecules 2025 dataset
Level of theory: ωB97M-V/def2-TZVPD

## Properties
**Net charge**: +1
**SMILES**: C#[N+]N/C(C)=N\N=C=O
**HOMO**: -13.5 eV
**Frontier orbital gap**: 8.63 eV

Element x y z (Å)
C (0.743719, -1.979909, -1.341678)
C (0.462244, 1.081365, 0.336425)
C (3.144468, 3.222714, 0.383187)
C (-0.832253, 0.528639, 0.854110)
N (1.037150, 2.135831, 0.792148)
N (1.050267, -0.936638, -0.996071)
N (2.242673, 2.428968, 0.336729)
N (1.271171, 0.217905, -0.492968)
O (4.115666, 3.845837, 0.283857)
H (0.486631, -2.918281, -1.817905)
H (-1.366567, 0.041330, 0.119546)
H (-1.493336, 1.314270, 1.208730)
H (-0.617898, -0.151544, 1.615910)
H (2.229740, 0.507927, -0.685753)

Atoms 1-3, force components in eV/Å:
0.122 -0.308 -0.489
0.645 0.080 0.979
0.467 0.554 0.150

These are the natural (NBO) partial charges, in e, on atoms 1 to 5: 0.3440, 0.4049, 0.8928, -0.6658, -0.1843



(5)
Formula: C12H35GaO4PS
Source: the Open Molecules 2025 dataset
Level of theory: ωB97M-V/def2-TZVPD

## Properties
**Net charge**: -1
**HOMO**: -4.5 eV
**Frontier orbital gap**: 6.84 eV

Element x y z (Å)
C (5.220559, 1.530329, -1.612392)
C (3.962907, 2.393693, -1.733390)
C (2.727356, 1.550308, -1.431320)
C (1.420742, 2.319563, -1.491929)
C (0.259616, 1.555232, -0.823654)
Ga (0.130858, -0.435136, -1.263250)
S (0.488303, -0.671378, -3.531157)
P (-2.040298, -1.180415, -0.667211)
O (-2.259497, -2.676959, -0.801986)
C (1.443142, -1.497880, -0.108064)
C (1.363689, -0.957230, 1.341914)
C (1.220490, -3.009422, -0.119848)
C (1.497209, -3.628347, -1.496367)
H (6.115125, 2.034810, -1.961472)
H (5.318382, 1.230710, -0.573473)
H (5.065594, 0.622304, -2.184958)
H (3.889639, 2.815964, -2.733355)
H (4.025008, 3.206236, -1.013924)
H (2.846178, 1.180069, -0.414423)
H (2.723504, 0.719630, -2.126509)
H (1.173135, 2.498044, -2.536887)
H (1.535194, 3.284068, -0.996677)
H (-0.674300, 2.017617, -1.141699)
H (0.357878, 1.649142, 0.256110)
H (0.078082, -1.901159, -3.858834)
H (-2.362526, -0.752915, 0.655198)
H (-2.981348, -0.502732, -1.497958)
H (2.444858, -1.315593, -0.497016)
H (0.444609, -0.403748, 1.510311)
H (1.376698, -1.805599, 2.023149)
H (2.199506, -0.312047, 1.596724)
H (1.902407, -3.467962, 0.598441)
H (0.195072, -3.239340, 0.155892)
H (0.573218, -3.854146, -2.020376)
H (2.051063, -2.936470, -2.121219)
H (2.084721, -4.542171, -1.427855)
C (0.434568, 3.118911, 3.088522)
O (-0.399574, 1.994935, 3.329716)
H (1.420956, 2.762529, 2.801901)
H (0.028491, 3.726228, 2.275125)
H (0.526781, 3.733380, 3.990331)
H (-1.267534, 2.336399, 3.573176)
C (-4.871310, -4.678748, -0.041144)
O (-6.106739, -3.959593, -0.128559)
H (-4.922812, -5.311737, 0.842618)
H (-4.728734, -5.311042, -0.921398)
H (-4.027479, -3.991476, 0.047630)
H (-6.044939, -3.393772, -0.905161)
C (-4.410149, 2.554558, 2.686405)
O (-3.513740, 3.664694, 2.689039)
H (-3.810290, 1.648726, 2.704881)
H (-5.058900, 2.570092, 3.566590)
H (-5.024879, 2.548866, 1.783648)
H (-4.040491, 4.469980, 2.666145)

Atoms 1-3, force components in eV/Å:
-0.625 0.160 -0.038
0.139 -0.440 0.051
0.382 0.878 0.235

These are the natural (NBO) partial charges, in e, on atoms 1 to 5: -0.6013, -0.3811, -0.3978, -0.3918, -0.9077



(6)
Formula: C6H29NO10
Source: the Open Molecules 2025 dataset
Level of theory: ωB97M-V/def2-TZVPD

## Properties
**Net charge**: -1
**HOMO (spin up / spin down)**: -0.5 / -3.6 eV
**Frontier orbital gap (spin up / spin down)**: 3.07 / 6.11 eV
**Spin multiplicity**: 2

Element x y z (Å)
C (-2.452533, 2.287115, -0.829703)
O (-1.993620, 3.643691, -0.782380)
C (-1.300815, 1.432729, -1.398142)
C (-0.138332, 1.280637, -0.424139)
C (-0.125258, -0.005643, 0.353707)
C (-1.176736, -0.877565, 0.431183)
N (-0.969508, -2.058231, 1.102667)
C (-1.861172, -3.020980, 1.317467)
H (-2.728255, 2.214084, 0.266845)
H (-3.290826, 2.182724, -1.559539)
H (-1.948939, 4.066571, -1.643871)
H (-1.659994, 0.427266, -1.681948)
H (-1.061422, 1.835531, -2.396948)
H (-0.165730, 2.094233, 0.326655)
H (0.863374, 1.473083, -0.881099)
H (0.803166, -0.225247, 0.875779)
H (-2.156601, -0.547316, 0.062491)
H (-2.858893, -3.128848, 0.925914)
H (-1.426148, -3.807712, 1.949388)
H (1.868935, 1.223129, 2.589632)
H (2.074107, 0.921268, 1.209672)
O (1.988230, 1.718550, 1.759747)
H (1.595944, 3.556238, 1.332089)
H (0.688595, 4.126833, 0.230270)
O (1.544870, 4.260818, 0.662192)
H (3.834353, -0.275468, -2.594756)
H (3.424958, -1.291661, -1.661661)
O (3.516115, -1.189304, -2.623932)
H (0.604701, -1.957038, -1.056895)
H (1.519756, -3.177297, -1.381561)
O (1.309186, -2.520631, -0.708345)
H (-1.296446, 1.930333, 3.917776)
H (-0.330408, 0.698930, 3.669760)
O (-1.080490, 1.030444, 4.171421)
H (1.170535, -0.091800, -2.922284)
H (0.244278, -1.126211, -3.636303)
O (0.988438, -1.029531, -3.017122)
H (3.587543, -1.549826, 1.534657)
H (2.658328, -1.823286, 0.403685)
O (3.206862, -1.098745, 0.770360)
H (1.194867, -1.875076, 1.861118)
H (0.177327, -1.772272, 3.040329)
O (1.043965, -1.498081, 2.736063)
H (-3.545129, -2.657428, -1.581853)
H (-3.448160, -1.717582, -2.712477)
O (-2.893017, -2.081426, -2.005908)

Atoms 1-3, force components in eV/Å:
0.526 0.529 -0.309
-0.099 1.010 0.109
-0.706 -0.825 0.160

These are the natural (NBO) partial charges, in e, on atoms 1 to 5: -0.0611, -0.7547, -0.4466, -0.4297, -0.3751



(7)
Formula: C2H4BrOP
Source: the Open Molecules 2025 dataset
Level of theory: ωB97M-V/def2-TZVPD

## Properties
**Net charge**: 0
**SMILES**: O=PCCBr
**HOMO**: -9.6 eV
**Frontier orbital gap**: 8.54 eV

Element x y z (Å)
C (-0.203217, -0.443106, -0.185668)
C (0.861356, 0.614273, 0.033489)
O (-2.877133, -0.690813, 0.356096)
P (-1.847098, 0.317028, 0.557196)
Br (2.714372, -0.039577, 0.411591)
H (-0.331180, -0.893695, -1.191765)
H (-0.041766, -1.316744, 0.313481)
H (0.737793, 1.466169, 0.705000)
H (0.986870, 0.986465, -0.999423)

Atoms 1-3, force components in eV/Å:
-1.558 2.214 -0.078
1.244 -0.213 -2.556
-1.069 -0.734 -0.100

These are the natural (NBO) partial charges, in e, on atoms 1 to 5: -0.8296, -0.4361, -0.9650, 1.3185, -0.0457



(8)
Formula: C3H9BrO2Si
Source: the Open Molecules 2025 dataset
Level of theory: ωB97M-V/def2-TZVPD

## Properties
**Net charge**: 0
**SMILES**: CO[Si](C)(Br)OC
**HOMO**: -9.5 eV
**Frontier orbital gap**: 10.16 eV

Element x y z (Å)
C (0.513227, 2.197119, 1.206402)
C (-0.363502, -2.658695, 0.852675)
C (0.343102, 0.276220, -1.867184)
O (0.530933, 0.817865, 1.405064)
O (0.752268, -1.834284, 0.625444)
Si (0.995650, -0.310214, 0.247618)
Br (3.114455, -0.156979, -0.178946)
H (-0.025614, 2.645496, 2.113201)
H (-0.056984, 2.421293, 0.251289)
H (1.490958, 2.584174, 1.002647)
H (-1.268533, -1.946729, 0.952725)
H (-0.142507, -3.143116, 1.875727)
H (-0.246926, -3.337428, 0.032487)
H (1.128865, 0.990400, -2.117345)
H (0.436660, -0.658840, -2.400955)
H (-0.546235, 0.775769, -2.012713)

Atoms 1-3, force components in eV/Å:
-2.141 0.826 -0.545
-0.044 1.349 2.381
2.675 -1.132 3.416

These are the natural (NBO) partial charges, in e, on atoms 1 to 5: -0.2426, -0.2372, -0.9748, -0.9079, -0.9396



Calculated total energy in order - -3370.03157; -973.66151; -307.33691; -449.27201; -3443.52424; -1053.06370; -3069.18009; -3133.75244 a.u.